C9H13O3 | ωB97M-V with the def2-TZVPD basis set

Cartesian coordinates (Å):
O1 -1.409 1.896 1.286
O2 -0.696 -1.172 1.739
O3 0.671 0.801 0.651
C1 0.307 -0.198 -0.223
C2 -2.432 0.752 -0.636
C3 2.666 -0.436 -0.726
C4 -1.573 0.510 -1.699
C5 1.504 -1.194 -0.117
C6 -0.796 -0.325 0.760
C7 -1.926 0.696 0.800
C8 1.273 -2.548 -0.763
C9 -0.250 0.092 -1.574
H1 -0.363 1.732 1.343
H2 2.170 -3.180 -0.721
H3 0.476 -3.073 -0.230
H4 2.708 0.522 -0.204
H5 1.746 -1.398 0.941
H6 -1.599 -1.325 2.136
H7 2.494 -0.233 -1.786
H8 -3.456 1.073 -0.854
H9 -1.941 0.662 -2.728
H10 0.423 -0.091 -2.422
H11 -2.755 0.341 1.489
H12 3.645 -0.926 -0.622
H13 0.963 -2.450 -1.806

Calculated values
charge = 0
relative energy (zero: lowest compared OMol25 entry of this formula, charge and spin) = 32.92 kcal/mol
multiplicity = 2
DFT total energy = -15682.069 eV
HOMO (spin up / spin down) = -8.08 / -9.31 eV
expectation value of S² = 0.7832
LUMO energy (spin up / spin down) = 0.36 / -0.75 eV
molecular weight = 169.2 g/mol

=====

C9H13O3 | ωB97M-V with the def2-TZVPD basis set

Cartesian coordinates (Å):
O1 1.311 0.031 2.794
O2 5.128 0.318 3.153
O3 1.511 -0.530 1.634
C1 1.549 2.479 2.275
C2 3.583 -3.027 5.990
C3 3.963 -1.635 3.999
C4 2.528 0.432 3.548
C5 3.365 -1.762 5.200
C6 2.497 -0.739 5.745
C7 2.725 1.980 3.027
C8 2.224 0.391 5.051
C9 3.902 -0.395 3.245
H1 1.493 2.054 1.280
H2 0.651 2.311 2.837
H3 1.588 1.165 5.419
H4 4.662 -3.182 6.131
H5 3.088 -2.946 6.977
H6 3.675 -0.680 2.243
H7 3.645 2.072 2.410
H8 4.579 -2.458 3.656
H9 5.829 -0.300 2.898
H10 2.049 -0.931 6.720
H11 2.941 2.678 3.877
H12 3.161 -3.895 5.456
H13 1.687 3.534 2.162

Calculated values
charge = 0
relative energy (zero: lowest compared OMol25 entry of this formula, charge and spin) = 75.90 kcal/mol
multiplicity = 4
DFT total energy = -15677.568 eV
HOMO (spin up / spin down) = -6.05 / -9.68 eV
expectation value of S² = 3.7616
LUMO energy (spin up / spin down) = 0.76 / -2.38 eV
molecular weight = 169.2 g/mol

=====

C9H13OP | ωB97M-V with the def2-TZVPD basis set

Cartesian coordinates (Å):
P1 0.828 1.629 0.168
O1 3.316 -1.355 3.169
C1 -0.968 1.229 -0.260
C2 1.141 0.209 1.124
C3 -2.102 1.726 0.539
C4 2.206 -1.893 2.435
C5 0.731 -0.415 -2.589
C6 -1.693 0.337 0.639
C7 -1.101 1.058 -1.773
C8 1.539 -0.788 1.681
C9 -0.673 -0.449 -2.126
H1 1.440 -1.018 -2.055
H2 1.095 -0.209 -3.564
H3 1.531 -2.355 3.134
H4 -2.015 1.304 -2.121
H5 -0.927 -0.930 -1.154
H6 2.668 -2.571 1.731
H7 -1.790 2.445 1.316
H8 -0.441 1.704 -2.309
H9 -2.389 -0.305 -0.039
H10 3.216 -0.397 3.272
H11 -3.057 2.054 0.085
H12 -1.193 -0.190 1.487
H13 -1.365 -0.817 -2.789

Calculated values
charge = 0
relative energy (zero: lowest compared OMol25 entry of this formula, charge and spin) = 156.57 kcal/mol
DFT total energy = -20873.304 eV
HOMO (spin up / spin down) = -8.12 / -7.84 eV
LUMO energy (spin up / spin down) = -1.05 / 0.34 eV
molecular weight = 168.2 g/mol

=====

C9H14 | ωB97M-V with the def2-TZVPD basis set

Cartesian coordinates (Å):
C1 0.692 1.237 0.222
C2 2.349 -0.493 0.102
C3 1.129 1.550 1.552
C4 -2.753 -1.640 -0.332
C5 -0.444 2.121 -0.303
C6 -2.036 -1.919 -1.662
C7 2.913 -0.019 1.270
C8 1.310 0.284 -0.558
C9 2.271 0.916 2.073
H1 3.804 -0.499 1.687
H2 -1.237 -2.649 -1.548
H3 -1.117 2.283 0.538
H4 -1.458 -1.050 -1.994
H5 -1.976 -1.506 0.426
H6 -0.913 1.544 -1.101
H7 -3.270 -0.687 -0.394
H8 -3.343 -2.494 -0.009
H9 2.613 1.109 3.082
H10 0.560 2.226 2.183
H11 -0.063 3.064 -0.695
H12 2.574 -1.417 -0.433
H13 -2.698 -2.183 -2.487
H14 1.096 0.222 -1.617

Calculated values
charge = -1
relative energy (zero: lowest compared OMol25 entry of this formula, charge and spin) = 12.11 kcal/mol
multiplicity = 2
DFT total energy = -9558.272 eV
HOMO (spin up / spin down) = 0.91 / -3.32 eV
expectation value of S² = 0.7604
LUMO energy (spin up / spin down) = 3.71 / 3.65 eV
molecular weight = 122.2 g/mol

=====

C9H14 | ωB97M-V with the def2-TZVPD basis set

Cartesian coordinates (Å):
C1 0.036 -0.142 1.170
C2 -1.600 1.238 -0.181
C3 5.188 0.406 1.527
C4 -2.589 -1.064 -1.443
C5 -1.785 -1.123 -0.300
C6 -1.125 -0.020 0.222
C7 -2.346 1.311 -1.319
C8 -2.826 0.182 -1.990
C9 4.196 -0.730 1.276
H1 -2.674 2.300 -1.629
H2 3.232 -0.250 1.069
H3 -3.360 0.388 -2.909
H4 -3.149 -1.879 -1.894
H5 5.487 0.576 2.564
H6 4.855 1.416 1.242
H7 -1.312 -2.048 0.050
H8 0.191 0.832 1.652
H9 4.400 -1.169 0.299
H10 -1.375 2.109 0.430
H11 6.027 0.271 0.839
H12 3.970 -1.506 1.989
H13 -0.120 -0.979 1.864
H14 0.962 -0.265 0.611

Calculated values
charge = -1
relative energy (zero: lowest compared OMol25 entry of this formula, charge and spin) = 20.98 kcal/mol
multiplicity = 2
DFT total energy = -9557.887 eV
HOMO (spin up / spin down) = 1.31 / -5.64 eV
expectation value of S² = 0.7503
LUMO energy (spin up / spin down) = 3.63 / 3.69 eV
molecular weight = 122.2 g/mol

=====

C9H14 | ωB97M-V with the def2-TZVPD basis set

Cartesian coordinates (Å):
C1 2.633 -0.231 0.228
C2 -1.625 0.372 -1.198
C3 -1.169 1.188 -0.166
C4 -1.666 -0.554 1.443
C5 -2.000 -1.393 0.388
C6 2.731 -1.728 -0.078
C7 -0.667 2.580 -0.503
C8 -1.352 0.763 1.142
C9 -1.995 -0.937 -0.915
H1 -1.142 3.294 0.169
H2 2.263 -0.182 1.247
H3 -1.810 0.708 -2.212
H4 -1.049 1.455 1.920
H5 3.523 0.349 -0.007
H6 -2.373 -1.530 -1.738
H7 3.193 -2.271 0.740
H8 -0.996 2.838 -1.505
H9 -1.506 -0.969 2.425
H10 1.738 -2.165 -0.197
H11 1.795 0.191 -0.329
H12 -2.189 -2.448 0.571
H13 3.251 -2.005 -0.996
H14 0.412 2.676 -0.430

Calculated values
charge = 0
relative energy (zero: lowest compared OMol25 entry of this formula, charge and spin) = 10.44 kcal/mol
SMILES string = Cc1ccccc1.CC
DFT total energy = -9559.729 eV
HOMO = -9.07 eV
LUMO energy = 1.01 eV
molecular weight = 122.2 g/mol